--- i ---
The following is a DFT calculation (ωB97M-V/def2-TZVPD) of a cluster of 2 separate species, C3H10N2O2 in total.

Cartesian coordinates (Å):
C -2.03942 0.76435 -0.31025
N -0.81552 0.27287 0.05572
C 0.45488 0.87198 -0.20658
C 1.53822 -0.16247 -0.40375
N 2.86238 0.29965 -0.09946
O -3.06930 0.25694 0.07176
H -2.06265 1.78236 -0.73392
H -0.88877 -0.63492 0.52941
H 0.31943 1.40722 -1.16426
H 0.75787 1.66713 0.47256
H 1.61985 -0.42885 -1.47680
H 1.30955 -1.10647 0.10909
H 3.11239 1.22884 -0.44871
H 3.59045 -0.35809 -0.39683
H -2.57592 -1.27726 1.13353
H -2.24544 -2.73133 1.40205
O -1.86801 -1.85194 1.46643

Output
spin multiplicity: 2
gap between HOMO and LUMO (spin up / spin down): 10.105 / 4.329 eV
charge: +1
E_HOMO (spin up / spin down): -0.511 / -0.501 hartree



--- ii ---
The following is a DFT calculation (ωB97M-V/def2-TZVPD) of a cluster of 2 separate species, C3H10N2O2 in total.

Cartesian coordinates (Å):
O -0.49163 0.72809 -1.56805
C -0.62495 -0.46390 -1.35103
N 0.16259 -0.97230 -0.31555
C 1.14636 -0.10965 0.42950
N 1.16217 -0.55022 1.72631
C -1.41516 -1.34772 -2.23014
H 0.01774 -1.88553 0.14254
H 2.06760 -0.21244 -0.15078
H 0.76492 0.89048 0.19317
H 1.98344 -0.94530 2.15728
H 0.64394 0.01825 2.39646
H -2.47681 -1.09168 -2.26366
H -1.16186 -1.17898 -3.27807
H -1.30798 -2.40284 -1.98830
H 0.74623 2.90233 2.26872
H -0.43435 2.27348 1.62231
O 0.02537 2.31280 2.46287

Output
spin multiplicity: 2
gap between HOMO and LUMO (spin up / spin down): 12.353 / 6.399 eV
charge: +1
E_HOMO (spin up / spin down): -0.569 / -0.554 hartree



The energy of each structure relative to the most stable one, in eV, is as follows: i 0.582; ii 0.000.



--- i ---
The following is a DFT calculation (ωB97M-V/def2-TZVPD) of a cluster of 2 separate species, CH7NOS2 in total.

Cartesian coordinates (Å):
N -0.29338 -2.19108 -0.40862
C -0.89709 -0.89379 -0.41966
O 0.00525 0.15872 -0.87249
H 0.17348 -2.28983 -1.31828
H 0.47514 -2.07602 0.23410
H -1.71866 -0.95494 -1.10643
H -1.30324 -0.60969 0.61372
H -0.57047 0.92327 -1.07339
S 1.03399 1.71543 2.19922
S 1.69112 2.81786 0.53384
H -0.24309 1.72434 1.88159
H 1.64697 1.67573 -0.26360

Output
gap between HOMO and LUMO: 9.696 eV
E_HOMO: -0.346 hartree



--- ii ---
The following is a DFT calculation (ωB97M-V/def2-TZVPD) of a cluster of 2 separate species, CH7NOS2 in total.

Cartesian coordinates (Å):
S -2.77649 -1.91494 -0.89647
S -2.44292 -1.92868 1.17513
H -1.45248 -2.12487 -1.22297
H -1.10350 -1.93390 0.81425
N 1.61404 0.14139 -0.40125
C 1.04168 1.01300 0.61469
O -0.19574 1.56514 -0.03922
H 0.85566 -0.30172 -0.89395
H 1.88187 0.84649 -1.10040
H 0.84938 0.32979 1.51800
H 1.60606 1.93006 0.93653
H 0.12245 2.37823 -0.50434

Output
gap between HOMO and LUMO: 8.663 eV
E_HOMO: -0.310 hartree



The energy of each structure relative to the most stable one, in eV, is as follows: i 0.000; ii 1.022.